{"formula": "C30H77Cl3N8O8", "method": "ωB97M-V/def2-TZVPD", "symbols": ["Cl", "Cl", "Cl", "O", "O", "O", "O", "O", "O", "O", "O", "N", "N", "N", "N", "N", "N", "N", "N", "C", "C", "C", "C", "C", "C", "C", "C", "C", "C", "C", "C", "C", "C", "C", "C", "C", "C", "C", "C", "C", "C", "C", "C", "C", "C", "C", "C", "C", "C", "H", "H", "H", "H", "H", "H", "H", "H", "H", "H", "H", "H", "H", "H", "H", "H", "H", "H", "H", "H", "H", "H", "H", "H", "H", "H", "H", "H", "H", "H", "H", "H", "H", "H", "H", "H", "H", "H", "H", "H", "H", "H", "H", "H", "H", "H", "H", "H", "H", "H", "H", "H", "H", "H", "H", "H", "H", "H", "H", "H", "H", "H", "H", "H", "H", "H", "H", "H", "H", "H", "H", "H", "H", "H", "H", "H", "H"], "xyz": [[4.059204, -0.396585, -1.414490], [6.423374, -0.086086, -3.276650], [6.635885, 0.750117, -0.433402], [1.821282, 0.326258, 1.798835], [-2.265651, -3.966562, 5.224784], [-1.611553, 0.103199, 5.075812], [2.799562, 8.787324, 1.761427], [-2.725986, -5.355098, -3.880320], [-3.710689, 1.904891, 2.106718], [2.155507, 4.869217, -3.987403], [4.189869, -3.109812, -3.804101], [-0.969982, -4.493275, 3.510970], [2.797228, -4.823519, -3.073071], [1.995656, 5.311166, 0.854087], [-0.904250, -0.554533, 1.392929], [0.399842, -0.926652, 5.628102], [-7.425348, 1.701038, 1.734174], [-4.593701, -7.510094, -5.982455], [0.608013, 3.936224, -1.596563], [-6.048218, 3.621566, 1.744868], [2.704376, 5.978496, -4.565615], [1.128665, 0.493155, 0.509720], [-3.057207, -4.265254, -3.099742], [1.863893, -0.661622, 5.686167], [-0.121752, -1.690773, 6.747701], [5.850510, -0.468138, -1.593632], [-3.824953, -5.909802, -4.476773], [-1.657645, -3.634387, 4.217542], [1.886835, 2.166528, -2.846578], [2.689024, -6.217063, -3.201074], [-0.752293, -5.857794, 3.845188], [1.581226, -4.103391, -2.664002], [-0.611029, -4.101438, 2.171002], [1.973952, 6.489309, 1.682691], [-0.402059, -0.062877, 4.956744], [2.932089, 7.513745, 1.145424], [1.894703, 3.458694, -2.032015], [3.446878, 9.934162, 1.179123], [-2.185465, -7.563961, -5.687781], [-0.511506, -0.854142, -1.016273], [2.787327, 4.566966, -2.692170], [0.113412, -0.745519, 0.423793], [2.178033, 6.080368, 3.201415], [-6.095940, 2.085409, 1.336386], [-5.063981, 1.321200, 2.104330], [3.959069, -4.310926, -3.554776], [2.884919, 1.218187, 2.193259], [-3.557450, -7.305120, -5.037751], [-3.145952, 2.171791, 0.816705], [1.955420, 6.760892, -4.443086], [2.731179, 7.613687, 0.078779], [-1.206390, -1.641257, 6.843676], [-1.718276, -2.634607, 3.760417], [-1.260917, 0.375434, 1.225437], [-3.727918, -4.425544, -2.255611], [0.957844, 6.856892, 1.539476], [0.325223, -1.431245, 7.707367], [-6.119804, 2.120786, 0.247216], [-7.395423, 1.159472, 2.586176], [-4.116372, -5.215651, -5.265013], [3.136554, 9.991287, 0.135792], [-2.989920, 1.143192, 0.491513], [0.638721, 1.460920, 0.402527], [3.679205, 0.950157, 1.496575], [2.901591, 1.775309, -2.919632], [-5.186399, 4.119510, 1.300544], [0.061056, 0.594447, 4.204646], [1.509749, 2.321565, -3.857459], [1.381433, 4.677754, 1.345630], [-0.468119, -0.531970, 2.303626], [1.435496, -3.057333, -2.933503], [-3.877426, 2.688174, 0.195098], [-1.392232, -7.353263, -4.970500], [-5.328629, 1.354882, 3.161177], [2.390484, -6.550422, -2.207169], [3.254647, 5.928263, 3.277996], [2.478596, -0.551478, 6.579540], [0.241123, -6.064666, 3.447154], [0.242322, 4.045007, -2.531725], [3.159198, 10.857929, 1.681121], [-2.251601, 2.725446, 1.102511], [1.508194, -4.210517, -1.581742], [-3.630941, -3.623896, -3.768779], [-4.648102, -6.081764, -3.783268], [2.179710, 0.171588, 5.058373], [2.329838, -1.488707, 5.150511], [2.984256, 5.768849, -5.598001], [-4.185521, -7.475949, -6.905665], [0.030333, 3.229759, -1.163790], [1.868506, -6.383235, -3.899097], [6.216016, -1.481834, -1.429529], [-3.818397, -8.102088, -4.341435], [2.660271, 2.268204, 2.005948], [-1.213512, -0.028111, -1.130130], [-5.033490, 0.244955, 1.934441], [1.649580, 6.791315, 3.836541], [4.498928, 9.780425, 1.419229], [0.463530, -4.277015, 2.120179], [1.708292, 5.105115, 3.329196], [3.225543, 1.211772, 3.228652], [3.616772, 6.189503, -4.007850], [-5.979481, 3.773864, 2.821983], [2.439045, 3.064444, -1.173894], [2.850960, 5.405604, -1.998811], [-2.119774, -6.964776, -6.595942], [4.601008, -5.032543, -4.083353], [3.750274, 4.137628, -2.968768], [1.190010, 1.486642, -2.356386], [-1.240899, -4.708946, 1.521162], [-1.255326, -1.646571, -1.099341], [-2.163135, -3.696142, -2.845102], [-7.942147, 2.479187, 2.118231], [0.233165, -0.878775, -1.811854], [3.955920, 7.150374, 1.233861], [1.445129, 5.553259, 0.042663], [-6.824360, 4.295712, 1.382600], [0.092028, -2.757834, 6.686242], [-5.099547, -8.384022, -6.004308], [0.762078, -4.653980, -3.126544], [3.624990, -6.655201, -3.547643], [0.635995, -1.697307, 0.519257], [1.959549, 0.486850, -0.195762], [-0.786953, -3.031428, 2.060403], [-2.127102, -8.612189, -5.980867], [-0.946160, -6.179499, 4.868430], [-1.423206, -6.420875, 3.196399]], "forces_ev_per_a": [[1.2, -0.2, -0.2], [-0.7, -0.1, 1.1], [-0.8, -1.3, -0.9], [-1.4, 0.0, 1.1], [0.2, -0.3, 0.2], [0.7, -1.2, 0.3], [-1.0, 0.2, 0.8], [1.9, -0.8, 1.6], [-1.7, 0.0, 0.3], [-0.4, -2.0, 2.3], [-0.4, -1.8, 1.5], [0.9, -1.4, -1.0], [1.6, 2.2, -0.4], [0.4, -0.7, -0.3], [-0.6, -0.7, 0.7], [1.1, 0.5, 1.5], [-1.4, -1.4, 1.0], [-1.4, 0.0, -2.6], [0.0, 0.8, -1.3], [1.6, 0.1, -0.5], [0.6, 0.8, 0.0], [1.7, -1.6, 1.0], [-0.4, 1.5, -1.0], [0.6, -0.8, -2.3], [-0.4, -0.7, 0.5], [0.5, 1.1, -0.5], [-0.3, -0.9, -0.6], [-1.9, 2.7, 1.5], [-0.6, 0.6, -0.8], [-1.2, -0.8, 0.6], [0.1, -0.8, -0.4], [0.3, -0.8, 0.0], [0.4, 0.5, 0.4], [-1.1, 0.4, 1.8], [-1.5, 1.5, -0.4], [0.7, 1.1, -0.4], [2.6, -1.2, 0.8], [-0.1, -1.6, 0.6], [-0.6, 0.1, 0.8], [-0.5, 0.8, 1.2], [-2.1, -1.7, -0.9], [1.3, 1.2, -2.6], [-0.3, 0.2, -2.4], [-1.3, 3.8, 0.5], [2.0, 0.4, 0.7], [-0.6, 3.4, -2.5], [-0.2, 0.3, -2.3], [0.3, -0.9, 0.0], [-1.1, -1.3, 1.8], [0.4, 0.7, -0.5], [0.0, 0.0, -0.4], [0.1, 0.5, -0.2], [-0.1, 0.0, 0.4], [-0.5, 0.1, 0.3], [0.2, -0.6, 0.4], [-0.1, 0.9, 0.6], [0.0, 0.6, -0.1], [0.8, -0.7, -0.1], [0.2, -0.8, 0.0], [-0.5, -0.2, -0.4], [0.6, 0.1, -0.2], [0.6, 0.2, -1.2], [-0.4, 0.1, 0.3], [0.7, 0.3, 0.4], [-0.2, -0.2, 0.1], [0.5, -0.1, 0.2], [0.9, -0.3, 0.2], [0.0, 0.0, -0.1], [0.0, -0.5, -0.1], [0.0, 0.3, 0.2], [0.9, -0.1, -0.2], [0.5, 0.2, -0.3], [0.2, 0.2, -0.3], [-0.1, 0.4, 0.1], [0.1, -1.0, -0.1], [0.0, 0.4, 0.9], [-1.3, 0.0, 0.8], [0.1, -0.4, 0.4], [-1.4, 0.7, -0.1], [-0.4, -0.3, 0.2], [0.1, 0.1, -0.8], [-0.3, 0.1, 0.2], [-0.2, 0.7, 0.1], [-0.3, 0.5, 0.2], [-0.7, 0.3, 0.0], [0.2, -0.3, 0.1], [-0.2, 0.2, -0.2], [-0.3, 0.4, -0.4], [0.2, -0.4, 0.1], [0.0, -0.7, -0.1], [-0.2, 0.4, 0.4], [0.9, 0.4, 1.0], [-0.4, 0.1, -0.2], [0.4, 0.7, -0.4], [0.1, -0.2, -0.8], [0.8, 0.1, 0.2], [0.4, 0.4, -0.9], [0.0, -0.3, -0.7], [-0.1, -0.1, 0.1], [-0.5, -1.0, 0.0], [0.2, 0.8, -0.3], [0.0, -0.3, 0.1], [0.3, 0.8, 0.6], [0.1, 0.3, -0.3], [0.3, 0.2, 0.1], [0.1, -0.4, 0.9], [0.3, 0.1, 0.5], [0.3, -0.4, 0.0], [0.4, 0.1, -0.5], [0.6, -0.7, 0.2], [0.1, -0.3, 0.3], [-0.1, 0.5, -0.6], [-0.1, 0.0, 0.1], [0.3, -0.2, 0.1], [0.1, -0.3, -0.6], [-0.7, -0.8, -0.2], [0.3, -0.2, -0.5], [0.2, -0.1, 0.7], [-0.2, 0.0, 0.1], [-0.3, -0.1, 0.2], [0.4, 0.2, 0.7], [-0.4, -0.2, -0.6], [-0.2, -0.1, -0.3], [0.0, 0.0, 0.0], [0.2, 0.6, 0.0], [-0.2, -0.3, -0.1]], "homo_lumo_gap_ev": [7.3, 2.2], "energy_ev": -98210.2354, "multiplicity": 2, "homo_ev": [-10.6, -10.6], "charge": 1, "max_force_ev_per_a": 4.30}